(1)
229
Properties=species:S:1:pos:R:3 method="wB97M-V/def2-TZVPD" homo_energy_ev=-8.46 smiles=COC[C@H](C)N.COC[C@H](C)N.COC[C@H](C)N.COC[C@H](C)N.COC[C@H](C)N.COCCNCCOC.COCCNCCOC.COCCNCCOC.COCCNCCOC.COCCNCCOC.COCCNCCOC total_charge=0 relative_energy_kcal_mol=119.8 lumo_energy_ha=0.018
C -2.219 -36.666 -8.272
O -3.027 -35.657 -7.682
C -2.322 -34.525 -7.204
C -1.876 -34.771 -5.749
C -2.996 -35.487 -4.948
N -1.517 -33.510 -5.103
H -1.270 -36.864 -7.768
H -2.013 -36.331 -9.295
H -2.831 -37.565 -8.302
H -1.454 -34.240 -7.807
H -3.097 -33.757 -7.255
H -1.089 -35.521 -5.612
H -3.925 -34.963 -5.190
H -2.842 -35.408 -3.871
H -3.023 -36.548 -5.197
H -2.303 -32.949 -4.781
H -1.140 -33.818 -4.207
C -3.276 -32.819 -0.752
O -3.114 -32.410 -2.108
C -3.495 -31.076 -2.377
C -2.961 -30.712 -3.753
C -2.993 -29.200 -4.034
N -3.739 -31.409 -4.795
H -4.095 -33.539 -0.798
H -3.483 -31.965 -0.098
H -2.391 -33.247 -0.270
H -4.570 -30.889 -2.319
H -2.979 -30.422 -1.665
H -1.930 -31.069 -3.771
H -2.257 -28.964 -4.802
H -2.849 -28.497 -3.206
H -3.977 -28.846 -4.355
H -3.563 -31.081 -5.738
H -4.730 -31.237 -4.653
C -12.025 -32.165 -6.957
O -10.881 -31.559 -7.517
C -9.839 -31.164 -6.654
C -8.453 -31.533 -7.114
C -7.393 -31.029 -6.146
N -8.148 -30.942 -8.415
H -12.867 -31.468 -6.992
H -11.924 -32.475 -5.914
H -12.271 -33.024 -7.581
H -9.922 -30.076 -6.521
H -10.006 -31.449 -5.607
H -8.227 -32.600 -7.238
H -7.414 -31.484 -5.154
H -7.341 -29.942 -6.036
H -6.379 -31.203 -6.522
H -7.275 -31.199 -8.859
H -8.805 -31.250 -9.129
C -4.853 -32.267 -9.263
O -4.142 -31.279 -9.992
C -4.961 -30.144 -10.154
C -4.275 -29.038 -10.923
C -4.974 -27.704 -10.587
N -4.472 -29.243 -12.389
H -4.299 -33.202 -9.178
H -5.827 -32.510 -9.693
H -4.936 -31.915 -8.228
H -5.922 -30.388 -10.645
H -5.434 -29.805 -9.214
H -3.210 -29.149 -10.712
H -4.846 -27.439 -9.539
H -6.011 -27.783 -10.908
H -4.486 -26.952 -11.208
H -5.457 -29.335 -12.589
H -3.928 -30.073 -12.593
C -11.205 -31.751 0.496
O -10.246 -31.363 -0.452
C -8.945 -31.828 -0.067
C -7.883 -30.980 -0.753
C -7.506 -31.454 -2.153
N -6.670 -30.969 0.101
H -11.164 -31.315 1.499
H -11.251 -32.847 0.515
H -12.203 -31.467 0.147
H -8.859 -31.731 1.018
H -8.856 -32.881 -0.348
H -8.203 -29.935 -0.816
H -6.777 -30.743 -2.547
H -8.380 -31.418 -2.809
H -7.123 -32.470 -2.258
H -6.076 -30.237 -0.293
H -6.864 -30.523 1.000
C -8.340 -27.030 -6.555
O -7.083 -26.419 -6.544
C -6.042 -27.357 -6.324
C -4.699 -26.673 -6.359
N -4.554 -25.736 -5.258
C -3.296 -25.044 -5.106
C -3.330 -24.153 -3.848
O -3.628 -24.767 -2.612
C -2.496 -25.466 -2.108
H -8.393 -27.869 -7.261
H -9.102 -26.330 -6.906
H -8.675 -27.353 -5.561
H -6.046 -28.062 -7.166
H -6.222 -27.888 -5.384
H -4.329 -26.314 -7.333
H -3.982 -27.507 -6.290
H -5.386 -25.161 -5.238
H -3.130 -24.376 -5.962
H -2.488 -25.772 -5.014
H -4.159 -23.461 -4.017
H -2.396 -23.587 -3.769
H -2.198 -26.205 -2.858
H -2.702 -25.961 -1.164
H -1.676 -24.749 -1.989
C -3.491 -35.312 1.702
O -2.500 -36.303 1.659
C -1.264 -35.941 1.061
C -0.220 -36.814 1.716
N 1.031 -36.768 0.934
C 2.065 -37.699 1.389
C 2.646 -37.222 2.741
O 2.952 -38.255 3.673
C 3.487 -39.456 3.184
H -3.957 -34.959 0.769
H -3.079 -34.351 2.048
H -4.252 -35.710 2.369
H -0.949 -34.897 1.150
H -1.333 -36.205 0.000
H -0.538 -37.854 1.869
H 0.043 -36.534 2.739
H 0.824 -36.947 -0.041
H 2.917 -37.721 0.702
H 1.821 -38.768 1.324
H 2.019 -36.471 3.215
H 3.664 -36.838 2.599
H 4.042 -39.909 4.004
H 4.248 -39.356 2.399
H 2.732 -40.158 2.830
C -8.198 -30.602 3.961
O -7.422 -29.562 3.418
C -7.606 -28.307 4.073
C -6.506 -27.426 3.522
N -6.649 -27.197 2.086
C -5.413 -26.582 1.640
C -5.359 -26.595 0.113
O -5.259 -27.924 -0.360
C -5.500 -27.998 -1.741
H -9.041 -30.286 4.581
H -7.633 -31.270 4.626
H -8.508 -31.164 3.079
H -7.560 -28.490 5.154
H -8.614 -27.912 3.892
H -5.589 -27.997 3.721
H -6.481 -26.505 4.107
H -6.690 -28.077 1.580
H -4.478 -27.057 1.978
H -5.303 -25.549 1.980
H -4.713 -25.878 -0.404
H -6.315 -26.146 -0.205
H -4.925 -28.720 -2.318
H -5.384 -27.007 -2.189
H -6.529 -28.301 -1.991
C -1.011 -24.515 5.609
O -1.871 -25.508 5.116
C -1.318 -26.811 5.246
C -2.230 -27.819 4.554
N -1.470 -29.038 4.249
C -2.308 -30.175 3.870
C -3.129 -29.922 2.597
O -3.831 -31.071 2.087
C -4.711 -31.664 3.029
H -0.330 -24.057 4.889
H -0.362 -24.881 6.418
H -1.606 -23.779 6.152
H -1.308 -27.103 6.302
H -0.318 -26.845 4.814
H -2.514 -27.291 3.629
H -3.197 -28.030 5.010
H -0.992 -28.843 3.372
H -2.983 -30.451 4.684
H -1.666 -31.053 3.783
H -2.599 -29.611 1.692
H -3.923 -29.169 2.674
H -5.461 -32.280 2.547
H -5.119 -30.984 3.787
H -4.061 -32.244 3.703
C -1.748 -30.972 -7.726
O -1.851 -29.608 -7.399
C -0.633 -28.928 -7.422
C -0.742 -27.434 -7.099
N -1.477 -26.749 -8.128
C -0.854 -26.634 -9.450
C -1.146 -25.309 -10.106
O -0.504 -24.286 -9.347
C -0.712 -23.002 -9.846
H -1.341 -31.138 -8.731
H -2.715 -31.456 -7.652
H -1.019 -31.497 -7.096
H -0.055 -29.021 -8.353
H 0.037 -29.421 -6.697
H 0.305 -27.119 -6.966
H -1.243 -27.302 -6.139
H -1.992 -25.957 -7.784
H -1.276 -27.443 -10.056
H 0.211 -26.854 -9.339
H -2.217 -25.104 -10.163
H -0.657 -25.318 -11.085
H -0.032 -22.740 -10.668
H -0.521 -22.271 -9.058
H -1.725 -22.794 -10.212
C 4.529 -33.939 3.522
O 3.443 -33.109 3.226
C 2.807 -33.367 1.969
C 1.351 -32.988 1.967
N 0.762 -32.761 0.653
C 0.870 -31.363 0.209
C 0.533 -31.371 -1.280
O 1.617 -31.978 -1.933
C 1.457 -32.006 -3.327
H 5.114 -33.565 4.357
H 5.234 -34.152 2.705
H 4.068 -34.915 3.732
H 2.928 -34.437 1.755
H 3.466 -32.837 1.273
H 1.296 -32.014 2.473
H 0.791 -33.597 2.681
H 1.261 -33.282 -0.064
H 1.922 -31.062 0.306
H 0.184 -30.802 0.845
H 0.378 -30.362 -1.691
H -0.443 -31.864 -1.395
H 2.182 -32.699 -3.744
H 1.420 -31.023 -3.810
H 0.479 -32.429 -3.602

(2)
232
Properties=species:S:1:pos:R:3 method="wB97M-V/def2-TZVPD" homo_energy_ev=-8.65 smiles=COC[C@H](C)N.COC[C@H](C)N.COCCNCCOC.COCCNCCOC.COCCNCCOC.COCCNCCOC.COCCNCCOC.COCCNCCOC.COCCNCCOC.OCCO.OCCO.OCCO total_charge=0 relative_energy_kcal_mol=95.2 lumo_energy_ha=0.003
C 11.097 25.265 2.076
O 9.954 24.395 1.836
C 10.332 23.133 1.238
C 9.145 22.227 1.255
C 8.495 21.999 2.631
N 9.386 20.907 0.659
H 11.942 24.842 2.620
H 10.858 26.241 2.496
H 11.451 25.541 1.082
H 10.702 23.310 0.228
H 11.171 22.696 1.781
H 8.385 22.698 0.632
H 9.146 21.800 3.483
H 7.747 21.216 2.513
H 7.855 22.841 2.895
H 10.266 20.700 1.108
H 9.596 20.879 -0.329
C 19.531 19.111 0.723
O 18.903 20.352 1.000
C 19.674 21.139 1.876
C 18.775 22.363 2.342
C 18.417 23.400 1.321
N 19.395 23.110 3.359
H 19.368 18.346 1.483
H 20.596 19.300 0.589
H 19.206 18.761 -0.256
H 19.799 20.573 2.799
H 20.609 21.463 1.418
H 17.878 21.912 2.766
H 19.276 24.006 1.035
H 17.591 23.997 1.707
H 17.965 22.869 0.483
H 18.931 23.995 3.508
H 19.302 22.654 4.255
C 18.851 23.226 -6.188
O 19.789 22.368 -5.510
C 20.265 22.908 -4.346
C 21.386 21.974 -3.798
N 22.683 22.144 -4.486
C 23.625 21.052 -4.153
C 24.025 21.056 -2.597
O 24.255 19.718 -2.160
C 25.010 19.642 -0.945
H 18.650 22.852 -7.192
H 19.127 24.266 -6.357
H 17.953 23.257 -5.571
H 19.594 22.937 -3.488
H 20.659 23.907 -4.537
H 21.069 20.932 -3.756
H 21.486 22.266 -2.753
H 22.534 22.030 -5.478
H 24.560 21.276 -4.667
H 23.282 20.087 -4.528
H 23.234 21.361 -1.912
H 24.857 21.733 -2.406
H 25.940 20.206 -1.014
H 25.245 18.611 -0.679
H 24.496 20.105 -0.104
C 16.213 32.591 7.095
O 15.130 32.022 6.428
C 13.861 32.460 6.994
C 12.718 32.133 5.995
N 12.535 33.197 5.024
C 11.437 32.977 4.052
C 11.904 32.249 2.774
O 10.842 31.413 2.124
C 11.249 30.860 0.903
H 16.530 31.863 7.843
H 16.111 33.596 7.504
H 16.961 32.453 6.315
H 13.910 33.510 7.280
H 13.698 31.858 7.889
H 11.806 31.791 6.484
H 12.985 31.279 5.374
H 12.270 34.005 5.569
H 10.975 33.903 3.710
H 10.587 32.466 4.503
H 12.747 31.557 2.778
H 12.104 33.124 2.156
H 12.012 30.125 1.159
H 11.684 31.531 0.162
H 10.417 30.391 0.377
C 26.846 26.624 4.578
O 26.620 26.207 3.254
C 25.849 27.022 2.371
C 25.328 26.036 1.245
N 24.721 26.966 0.226
C 24.380 26.160 -0.903
C 23.847 26.958 -2.080
O 24.985 27.663 -2.586
C 24.972 27.593 -3.989
H 27.449 27.530 4.519
H 27.417 25.924 5.187
H 25.874 26.851 5.016
H 26.419 27.902 2.071
H 24.980 27.374 2.926
H 24.596 25.404 1.748
H 26.133 25.399 0.877
H 25.252 27.786 -0.032
H 23.649 25.370 -0.731
H 25.320 25.724 -1.242
H 23.077 27.675 -1.794
H 23.434 26.200 -2.746
H 24.921 26.589 -4.410
H 25.957 27.882 -4.354
H 24.475 28.387 -4.546
C 4.729 20.461 -4.655
O 6.128 20.163 -4.683
C 6.762 19.847 -3.454
C 8.108 19.115 -3.721
N 9.215 20.080 -4.023
C 10.488 19.413 -4.104
C 11.615 20.401 -3.856
O 12.848 19.780 -3.679
C 13.758 20.592 -3.004
H 4.109 19.795 -4.055
H 4.287 20.521 -5.649
H 4.601 21.444 -4.202
H 6.192 19.163 -2.825
H 6.929 20.722 -2.827
H 7.990 18.424 -4.555
H 8.320 18.551 -2.813
H 8.967 20.393 -4.951
H 10.570 18.814 -5.011
H 10.524 18.711 -3.271
H 11.408 21.140 -3.082
H 11.700 20.990 -4.770
H 14.008 21.535 -3.489
H 14.679 20.009 -3.000
H 13.499 20.858 -1.979
C 11.110 31.954 -5.766
O 10.841 33.245 -5.175
C 9.508 33.417 -4.741
C 9.272 34.955 -4.486
N 9.712 35.416 -3.145
C 11.177 35.326 -2.847
C 12.092 36.270 -3.588
O 11.538 37.614 -3.426
C 11.131 38.280 -4.583
H 12.167 31.871 -6.016
H 10.466 31.771 -6.626
H 10.828 31.239 -4.993
H 9.194 32.781 -3.913
H 8.847 33.120 -5.555
H 8.200 35.127 -4.583
H 9.798 35.555 -5.229
H 9.596 36.414 -3.040
H 11.519 34.298 -2.967
H 11.333 35.576 -1.798
H 11.994 35.995 -4.639
H 13.150 36.251 -3.328
H 11.002 39.328 -4.312
H 10.186 37.857 -4.924
H 11.959 38.304 -5.291
C 0.510 25.005 -4.630
O 1.575 25.758 -5.207
C 1.489 27.161 -5.001
C 2.845 27.691 -4.558
N 3.801 27.746 -5.706
C 5.144 28.138 -5.270
C 5.810 27.076 -4.374
O 5.630 27.201 -2.968
C 6.224 26.205 -2.154
H -0.397 25.206 -5.200
H 0.291 25.212 -3.583
H 0.537 23.934 -4.834
H 0.834 27.442 -4.177
H 1.139 27.613 -5.929
H 3.355 27.101 -3.797
H 2.664 28.709 -4.213
H 3.794 26.792 -6.036
H 5.149 29.141 -4.843
H 5.677 28.133 -6.221
H 6.891 27.075 -4.519
H 5.542 26.048 -4.619
H 7.310 26.185 -2.243
H 5.787 25.286 -2.545
H 5.881 26.294 -1.122
C 20.798 33.773 -5.105
O 19.809 33.034 -5.711
C 20.221 31.876 -6.465
C 19.028 30.899 -6.759
N 18.121 31.369 -7.815
C 17.083 30.373 -8.278
C 17.532 29.107 -9.012
O 16.454 28.159 -8.969
C 15.293 28.422 -9.829
H 21.233 34.350 -5.921
H 21.487 33.068 -4.639
H 20.297 34.372 -4.344
H 20.974 31.290 -5.937
H 20.699 32.092 -7.421
H 18.396 30.778 -5.879
H 19.340 29.872 -6.953
H 17.625 32.182 -7.481
H 16.350 30.980 -8.812
H 16.414 30.169 -7.442
H 18.352 28.609 -8.493
H 17.787 29.202 -10.067
H 14.703 29.213 -9.366
H 14.657 27.538 -9.862
H 15.504 28.706 -10.860
O 9.370 21.883 -7.922
C 9.978 23.082 -8.413
C 9.585 24.257 -7.516
O 10.296 24.192 -6.288
H 9.526 21.185 -8.562
H 11.049 22.890 -8.485
H 9.559 23.226 -9.409
H 8.521 24.112 -7.327
H 9.743 25.174 -8.084
H 10.080 23.327 -5.932
O 13.061 26.879 -3.228
C 14.370 26.931 -3.780
C 15.367 27.563 -2.844
O 16.712 27.491 -3.355
H 12.573 26.260 -3.778
H 14.730 25.926 -4.002
H 14.237 27.537 -4.676
H 15.343 27.103 -1.856
H 15.095 28.617 -2.802
H 17.217 28.185 -2.925
O 17.750 34.016 -2.338
C 17.055 32.985 -1.687
C 17.908 32.131 -0.780
O 18.736 31.194 -1.408
H 18.489 33.629 -2.814
H 16.283 33.479 -1.097
H 16.505 32.432 -2.449
H 17.269 31.623 -0.058
H 18.493 32.779 -0.127
H 19.093 30.678 -0.681